Record 1
Density functional theory data (ωB97M-V with the def2-TZVPD basis set) for a molecular structure, C17H48N4O7 at a distorted geometry.

Structure (XYZ):
```
76
Properties=species:S:1:pos:R:3:forces:R:3
C 1.45654 -0.90783 -3.63972 -0.806 0.923 -1.407
C -0.06233 -0.62832 -3.63708 0.465 -1.186 0.283
C -0.88859 -1.89643 -3.41402 -0.113 -0.350 -0.568
O -0.31141 0.36803 -2.63557 -1.135 -0.018 -3.354
H 1.93520 -0.74687 -2.67377 -0.182 -0.490 -0.343
H 1.75557 -0.11282 -4.32283 0.967 0.037 0.041
H 1.65773 -1.84411 -4.16030 0.269 -0.060 0.386
H -0.39789 -0.27006 -4.61030 0.289 0.271 -0.177
H -1.91130 -1.84693 -3.78781 -0.052 0.694 0.606
H -0.88413 -2.34746 -2.42172 0.481 1.153 -1.107
H -0.60546 -2.78805 -3.97344 1.066 0.393 -0.691
H 0.40077 1.00939 -2.69084 0.137 -0.026 -0.168
C 0.31417 -1.72211 1.39141 -2.943 -0.346 2.487
C 0.59708 -2.87671 0.51122 1.847 -0.561 1.557
C 1.48217 -2.30080 -0.49798 0.189 -2.068 -2.680
O 1.36710 -3.84806 1.26253 0.296 -0.347 -0.242
H -0.41610 -1.03124 0.97011 1.695 -0.803 0.020
H 1.08125 -1.19081 1.95480 0.388 -0.252 -0.891
H -0.29830 -2.12406 2.19851 -0.195 -0.268 0.685
H -0.25832 -3.41922 0.10865 0.315 1.074 0.382
H 0.93219 -1.48942 -0.97474 0.862 -0.758 0.182
H 1.73767 -3.00407 -1.29059 -0.009 -0.433 -0.168
H 2.45876 -2.03873 -0.09094 -0.927 -0.155 -0.468
H 0.79253 -4.43802 1.75589 -0.154 0.118 0.063
C -2.31407 2.10713 0.83509 -2.372 0.622 -0.318
C -1.77301 1.62331 2.17583 0.282 -0.293 -0.165
C -2.81438 1.33449 3.17359 -1.005 1.635 1.657
O -1.06328 0.45099 1.98123 -0.490 -1.724 1.390
H -2.87230 1.29267 0.37341 -1.402 0.366 0.569
H -1.59746 2.18906 0.01787 -1.443 1.369 -0.117
H -2.86356 3.03660 0.98412 -0.350 -0.256 -0.333
H -0.97255 2.27595 2.52431 -0.520 0.537 0.564
H -3.14716 2.31416 3.51654 -0.394 0.041 0.413
H -2.37696 0.82645 4.03304 -0.015 -0.032 -0.100
H -3.72698 0.82247 2.86849 0.304 -0.253 -0.532
H -1.71192 -0.17105 1.64367 0.014 -0.610 0.748
C 0.54434 3.64556 1.02246 2.084 2.430 3.236
C 1.17490 4.56007 2.12150 -0.416 -1.983 -0.582
C 2.64846 4.40076 2.40011 1.265 -0.549 -1.133
O 1.03708 5.87723 1.78280 -1.252 2.617 -0.268
H 0.81670 2.62929 1.30727 0.694 2.739 2.028
H 0.97463 3.85017 0.04212 -0.203 0.256 0.002
H -0.54539 3.62974 1.04090 0.278 0.997 -0.253
H 0.60415 4.42801 3.04069 -0.167 -0.656 0.267
H 3.20117 3.49872 2.13755 -0.671 -0.998 0.983
H 2.90686 4.80674 3.37811 0.159 -0.170 -0.053
H 3.15563 4.97312 1.62340 -0.118 0.909 0.153
H 1.04046 6.30046 2.64447 0.063 0.852 -0.307
C -1.42481 -4.18142 -1.65400 -1.138 -0.973 1.095
C -2.61826 -3.21283 -1.37136 0.122 1.172 0.286
C -2.19807 -1.82893 -0.80852 -2.150 -4.515 0.265
O -3.30441 -2.92375 -2.56243 -0.889 -0.377 -1.052
H -1.01507 -4.40931 -0.66998 -0.131 -0.514 -0.448
H -0.59837 -3.89492 -2.30439 -0.426 -0.002 0.429
H -1.78745 -5.13084 -2.04794 -0.325 0.058 -0.046
H -3.39755 -3.61464 -0.72378 0.624 -0.856 0.544
H -2.96698 -1.08107 -0.61460 -0.818 -0.472 -1.032
H -1.47276 -1.37342 -1.48271 -6.478 -7.364 -2.630
H -1.75276 -1.83481 0.18636 0.134 -1.227 -0.397
H -4.16388 -2.60249 -2.28011 -0.172 0.076 -0.347
C 0.12751 0.54701 -0.43715 -1.046 -0.760 1.670
O 1.22654 0.16762 -0.85850 -5.987 0.429 -3.048
N 0.07965 1.59918 0.31035 3.472 -0.899 -2.692
N -1.02458 -0.11324 -0.49451 3.255 4.632 0.625
H -0.74710 1.87567 0.82039 3.136 -0.163 -0.664
H 0.99875 2.01456 0.25734 -0.711 -0.960 -0.449
H -1.79995 0.20234 0.07056 0.717 -0.464 -1.396
H -1.03318 -0.82406 -1.21198 3.776 6.488 3.444
C 3.65684 0.51973 0.98088 1.201 5.191 2.251
O 4.20588 1.44641 1.64602 -0.283 -1.125 -0.805
N 3.34794 -0.63569 1.45017 0.192 -3.900 2.171
N 3.07602 0.67205 -0.17471 5.545 2.739 -0.756
H 3.28835 -0.79537 2.44568 0.390 -0.457 -0.479
H 3.19557 -1.27516 0.68338 0.026 -0.379 1.775
H 2.40976 -0.01027 -0.50734 1.353 0.469 0.017
H 3.43183 1.49057 -0.64750 -0.466 -0.237 -0.608
```
Forces are in eV/Å.

The value obtained for the lowest unoccupied orbital energy is 0.057 eV. As for the spin multiplicity: 1. The total charge is 0. As for the relative energy (zero: lowest compared OMol25 entry of this formula, charge and spin): 1848.1 kJ/mol. Its highest occupied orbital energy is -8.10 eV. The max |F| comes out at 0.1975 Eh/bohr. The calculation puts the gap between HOMO and LUMO at 8.157 eV.

Record 2
Density functional theory data (ωB97M-V with the def2-TZVPD basis set) for C4H12N2O in the gas phase at a distorted geometry.

Structure (XYZ):
```
19
Properties=species:S:1:pos:R:3:forces:R:3
N -1.20541 -0.82143 -2.09812 1.696 -1.693 0.055
C -0.63311 -1.51695 -0.90408 1.236 -0.662 -0.033
C 0.82337 -0.98437 -0.55968 -3.337 4.196 0.087
N 0.63906 0.52390 -0.65537 0.840 1.752 -0.666
C 0.91444 1.33220 0.55067 1.019 -1.087 1.568
C -0.19523 0.97513 1.58474 -0.851 1.175 -0.889
O -0.41880 1.93904 2.61752 0.995 0.376 0.199
H -2.21382 -0.89666 -2.00884 0.231 -0.244 -0.795
H -0.77170 -1.34231 -2.91662 -1.615 1.048 1.001
H -0.36363 -2.57579 -1.10436 -1.045 0.021 0.065
H -1.37902 -1.45895 -0.07354 0.993 0.078 -0.441
H 1.07928 -1.04342 0.47993 0.534 -1.362 0.370
H 1.53323 -1.28287 -1.29163 0.738 -0.653 -0.265
H 1.12758 0.98265 -1.44060 -0.526 -0.827 0.495
H 1.95669 1.07185 0.87694 -0.660 0.152 0.515
H 0.93957 2.44803 0.53631 -0.409 -0.806 -1.084
H -1.09843 1.12603 0.98942 -0.048 -0.831 -0.333
H -0.13416 -0.04503 1.93455 0.052 -0.245 0.300
H -0.59993 1.56895 3.48278 0.158 -0.387 -0.150
```
Forces are in eV/Å.

The value obtained for the lowest unoccupied orbital energy is 0.947 eV. As for the spin multiplicity: 1. The total charge is 0. As for the relative energy (zero: lowest compared OMol25 entry of this formula, charge and spin): 293.7 kJ/mol. Its highest occupied orbital energy is -8.19 eV. The max |F| comes out at 0.1043 Eh/bohr. The calculation puts the gap between HOMO and LUMO at 9.139 eV.

Record 3
Density functional theory data (ωB97M-V with the def2-TZVPD basis set) for 2 unconnected molecules or ions with the total composition C4H7NO.

Structure (XYZ):
```
13
Properties=species:S:1:pos:R:3:forces:R:3
O 2.96583 0.91457 0.11091 -0.017 -0.039 0.067
C 0.36550 0.03722 -0.60856 -0.085 0.113 0.098
C -0.12083 -1.35782 -0.25159 -0.056 -0.173 0.011
C -1.29765 -0.47136 -0.30859 -0.369 -0.372 -0.197
N -1.43275 0.20415 0.97743 -0.056 -0.020 -0.010
C -0.47581 0.88092 0.13451 0.162 0.358 -0.094
H 2.56027 0.63186 0.93843 0.129 0.055 -0.061
H 2.29450 0.67853 -0.55448 0.061 0.059 0.005
H 0.03847 -1.73501 0.76037 -0.035 0.063 -0.112
H 0.05082 -2.09214 -1.03469 -0.021 0.145 0.128
H -2.04850 -0.38635 -1.08568 0.138 0.010 0.125
H -2.28727 0.75855 1.01843 0.087 -0.029 -0.021
H -0.61260 1.93689 -0.09648 0.062 -0.168 0.062
```
Forces are in eV/Å.

The value obtained for the lowest unoccupied orbital energy is 0.684 eV. As for the spin multiplicity: 1. The total charge is 0. As for the relative energy (zero: lowest compared OMol25 entry of this formula, charge and spin): 515.2 kJ/mol. Its highest occupied orbital energy is -8.61 eV. The max |F| comes out at 0.0109 Eh/bohr. The calculation puts the gap between HOMO and LUMO at 9.290 eV.

Record 4
Density functional theory data (ωB97M-V with the def2-TZVPD basis set) for 9 unconnected molecules or ions with the total composition FH16O8 at a distorted geometry.

Structure (XYZ):
```
25
Properties=species:S:1:pos:R:3:forces:R:3
F -9.14185 12.41391 7.01915 -0.533 0.777 0.602
O -11.46540 11.56619 6.12703 -0.960 -1.077 -0.504
H -11.90146 12.35850 6.36407 -1.284 1.323 0.074
H -10.59587 11.81644 6.39739 1.674 -0.047 -0.204
O -7.62772 11.03896 5.57810 0.812 1.587 -0.351
H -8.03917 11.75274 6.13628 0.458 -1.611 -0.729
H -8.04398 10.22330 5.80983 -0.565 -0.801 0.311
O -10.23777 10.61551 8.44593 3.260 -0.980 0.642
H -9.84680 11.36518 7.96697 1.020 -0.108 -0.051
H -11.07230 10.95247 8.47574 -4.191 0.632 0.224
O -9.82810 14.06742 9.08468 -0.833 0.512 1.342
H -9.75566 13.52097 8.29986 0.116 -0.662 -0.276
H -10.11337 13.53086 9.85259 0.491 0.241 -1.024
O -7.29002 12.14677 8.83095 -0.651 -0.590 -0.027
H -8.00213 12.23511 8.15899 0.389 -0.305 0.494
H -6.74414 12.88407 8.61110 0.821 0.777 0.072
O -7.64889 15.38575 7.96620 -0.189 1.962 1.082
H -8.47370 15.26410 8.46633 0.367 -0.312 -0.160
H -7.47805 14.58341 7.52765 0.037 -1.436 -0.999
O -8.59889 14.05596 5.10656 0.484 -0.367 -1.144
H -8.71629 13.39579 5.83104 -0.122 0.431 -0.945
H -8.32367 13.58257 4.27572 -0.464 0.395 1.662
O -9.36067 8.87761 6.51748 0.764 2.152 -0.088
H -9.50079 9.53549 7.25275 -0.280 -0.814 -0.716
H -9.67111 8.07539 6.86266 -0.622 -1.678 0.711
```
Forces are in eV/Å.

The value obtained for the lowest unoccupied orbital energy is 3.259 eV. As for the spin multiplicity: 1. The total charge is -1. As for the relative energy (zero: lowest compared OMol25 entry of this formula, charge and spin): 130.5 kJ/mol. Its highest occupied orbital energy is -6.85 eV. The max |F| comes out at 0.0825 Eh/bohr. The calculation puts the gap between HOMO and LUMO at 10.109 eV.